# 1
Below is C10H19NO4Rb as an isolated structure at a distorted geometry, with properties calculated with ωB97M-V with the def2-TZVPD basis set.

Computed properties:
Molecular weight (u): 302.73
Charge: -1
Energy (hartree): -772.27696
2S+1: 1
Frontier orbital gap (eV): 4.22
E_LUMO (eV): 1.681

Geometry (Å):
Rb: -10.13 20.70 12.47
O: -7.76 18.67 8.98
C: -7.22 19.70 9.78
O: -6.00 19.92 9.60
O: -8.03 20.25 10.56
H: -6.96 18.36 8.54
C: -7.17 20.05 16.23
C: -8.39 20.96 16.46
C: -8.56 21.29 17.94
C: -7.45 22.20 18.44
C: -7.47 23.48 17.63
C: -7.39 23.22 16.12
N: -8.35 22.21 15.72
O: -8.29 22.02 14.35
C: -5.94 22.93 15.73
C: -7.81 24.52 15.42
C: -9.61 20.16 16.01
H: -6.27 20.37 16.75
H: -6.95 20.02 15.16
H: -7.38 19.03 16.58
H: -8.67 20.37 18.52
H: -9.50 21.85 18.03
H: -6.49 21.68 18.35
H: -7.53 22.37 19.52
H: -6.61 24.11 17.89
H: -8.39 24.04 17.84
H: -5.83 22.47 14.74
H: -5.42 22.27 16.44
H: -5.34 23.85 15.69
H: -8.89 24.60 15.47
H: -7.52 24.53 14.37
H: -7.36 25.40 15.91
H: -9.90 19.47 16.79
H: -9.43 19.56 15.11
H: -10.42 20.85 15.73


# 2
Below is a 2-piece molecular cluster, C3H11NO overall, with properties calculated with ωB97M-V with the def2-TZVPD basis set.

Computed properties:
Molecular weight (u): 77.13
SMILES: CCOC.N
Energy (hartree): -250.86380
2S+1: 1
Frontier orbital gap (eV): 10.73
E_LUMO (eV): 1.007

Geometry (Å):
C: -1.20 0.91 -1.07
C: -1.28 -0.06 0.09
O: -0.07 -0.16 0.84
C: 0.40 1.05 1.38
H: -1.84 0.58 -1.90
H: -0.19 0.97 -1.47
H: -1.52 1.92 -0.80
H: -2.09 0.21 0.78
H: -1.45 -1.07 -0.25
H: 1.24 1.43 0.79
H: -0.38 1.82 1.37
H: 0.75 0.84 2.39
N: 1.86 -1.74 -1.11
H: 2.46 -2.45 -0.72
H: 2.41 -0.89 -1.08
H: 1.09 -1.59 -0.47


# 3
Below is a 4-piece molecular cluster, CH10NO4 overall at a distorted geometry, with properties calculated with ωB97M-V with the def2-TZVPD basis set.

Computed properties:
Molecular weight (u): 100.09
Charge: -1
Energy (hartree): -399.83723
2S+1: 1
Frontier orbital gap (eV): 8.80
E_LUMO (eV): 4.253

Geometry (Å):
N: 0.37 -1.88 -1.47
C: -0.29 -2.00 -0.11
O: 0.20 -1.12 0.80
H: 0.09 -1.17 -2.10
H: 1.29 -1.66 -1.27
H: -1.42 -1.91 -0.15
H: -0.15 -3.07 0.19
H: 2.28 0.32 -0.06
H: 0.90 -0.06 0.35
O: 1.52 0.83 0.18
H: -0.96 2.92 0.04
H: 0.58 2.31 -0.42
O: -0.20 2.91 -0.56
H: -1.02 -0.05 1.31
H: -1.12 1.02 0.40
O: -1.68 0.71 1.16


# 4
Below is a 2-piece molecular cluster, C3H4Cl3NSi overall at a distorted geometry, with properties calculated with ωB97M-V with the def2-TZVPD basis set.

Computed properties:
Molecular weight (u): 188.52
Energy (hartree): -1841.36969
2S+1: 1
Frontier orbital gap (alpha / beta) (eV): 7.35 / 8.00
E_LUMO (alpha / beta) (eV): -1.622 / -1.046

Geometry (Å):
C: 3.41 -1.12 -1.11
C: 1.50 0.32 0.40
C: 2.54 -0.50 -1.93
N: 4.04 -1.60 -0.23
Si: -0.36 0.01 0.07
Cl: 2.12 -0.89 1.45
Cl: 1.34 -1.40 -2.83
Cl: 2.87 1.04 -2.54
H: 1.80 1.30 0.71
H: -1.15 0.22 1.32
H: -1.06 1.05 -0.73
H: -0.20 -1.38 -0.40


# 5
Below is the molecule C5H11NO2 at a distorted geometry, with properties calculated with ωB97M-V with the def2-TZVPD basis set.

Computed properties:
Molecular weight (u): 117.15
SMILES: CCC[C@@H](N)C(=O)O
Energy (hartree): -402.34049
2S+1: 1
Frontier orbital gap (eV): 10.77
E_LUMO (eV): 0.806

Geometry (Å):
C: 2.75 -0.12 -0.20
C: 1.49 0.68 0.01
C: 0.26 -0.16 0.46
C: -1.02 0.24 -0.23
N: -0.97 -0.42 -1.60
C: -2.25 -0.07 0.58
O: -3.14 -0.85 0.36
O: -2.32 0.66 1.74
H: 2.46 -1.14 -0.03
H: 3.53 0.23 0.45
H: 3.03 -0.03 -1.24
H: 1.07 1.13 -0.87
H: 1.57 1.42 0.81
H: 0.15 -0.14 1.54
H: 0.42 -1.22 0.25
H: -1.19 1.31 -0.61
H: -1.94 -0.45 -1.93
H: -0.69 -1.40 -1.56
H: -3.21 0.34 2.06


# 6
Below is C31H47NO3OsP2S as an isolated structure at a distorted geometry, with properties calculated with ωB97M-V with the def2-TZVPD basis set.

Computed properties:
Molecular weight (u): 765.97
Charge: +2
Energy (hartree): -2660.58422
2S+1: 5
Expectation value of S²: 6.027
Frontier orbital gap (alpha / beta) (eV): 5.94 / 5.78
E_LUMO (alpha / beta) (eV): -7.255 / -7.825

Geometry (Å):
Os: -0.63 -1.21 -1.45
C: 0.39 1.42 -1.16
C: -1.05 0.90 -1.09
C: -0.17 1.28 1.07
C: 0.86 1.61 0.14
C: -1.32 0.89 0.39
C: 1.12 1.94 -2.32
H: 0.64 1.63 -3.25
H: 2.13 1.48 -2.28
H: 1.26 3.04 -2.33
C: 2.10 2.31 0.51
H: 2.96 2.07 -0.12
H: 2.35 2.07 1.55
H: 1.91 3.40 0.45
C: -0.06 1.56 2.52
H: -0.09 2.66 2.62
H: 0.89 1.19 2.96
H: -0.89 1.13 3.10
C: -2.64 0.92 1.06
H: -2.94 1.96 1.33
H: -2.62 0.34 1.99
H: -3.42 0.50 0.42
C: -2.11 1.63 -1.95
H: -2.31 2.62 -1.51
H: -3.04 1.06 -1.95
H: -1.76 1.82 -2.98
C: 0.24 -4.18 -4.00
C: -0.04 -3.13 -4.83
C: -1.26 -3.12 -5.67
C: -2.57 -3.55 -4.96
C: -2.60 -3.28 -3.48
C: -2.20 -4.20 -2.59
C: -1.67 -5.55 -3.03
C: -0.59 -5.48 -4.10
H: -1.17 -3.77 -6.57
H: -2.82 -4.58 -5.23
H: -1.40 -2.10 -6.06
H: -1.03 -5.73 -5.08
H: 1.31 -4.39 -3.80
H: 0.73 -2.40 -5.08
H: 0.09 -6.33 -3.96
H: -1.29 -6.08 -2.16
H: -2.58 -4.20 -1.57
H: -2.48 -6.21 -3.40
H: -3.39 -2.96 -5.40
H: -3.17 -2.40 -3.21
P: 0.80 -2.72 -2.46
P: -1.52 -2.40 0.30
C: 0.58 -4.06 -1.17
C: -0.56 -3.98 -0.06
H: 1.55 -4.10 -0.62
H: 0.46 -4.99 -1.78
H: -1.35 -4.73 -0.26
H: -0.05 -4.28 0.87
C: -1.67 -2.46 2.09
H: -1.55 -1.47 2.52
H: -0.90 -3.11 2.51
H: -2.66 -2.85 2.38
C: -3.30 -2.34 -0.21
H: -3.77 -3.34 -0.14
H: -3.34 -1.95 -1.25
H: -3.86 -1.64 0.44
C: 2.47 -2.17 -3.02
H: 2.79 -1.21 -2.52
H: 2.52 -2.05 -4.12
H: 3.21 -2.96 -2.73
C: -0.51 -1.01 -3.35
H: -1.05 -0.12 -2.95
H: -1.23 -1.64 -3.87
H: 0.36 -0.61 -3.88
O: 3.38 -0.12 -1.05
C: 3.10 -0.70 0.00
N: 1.89 -1.30 0.29
S: 1.83 -1.91 1.84
O: 0.96 -1.13 2.69
O: 1.65 -3.35 1.90
C: 3.49 -1.49 2.19
C: 4.19 -1.73 3.37
C: 5.53 -1.29 3.46
C: 6.14 -0.63 2.37
C: 5.41 -0.38 1.20
C: 4.06 -0.80 1.15
H: 3.67 -2.25 4.17
H: 6.12 -1.50 4.35
H: 7.20 -0.35 2.46
H: 5.85 0.09 0.30


# 7
Below is the molecule C2H3Cl2NO at a distorted geometry, with properties calculated with ωB97M-V with the def2-TZVPD basis set.

Computed properties:
Molecular weight (u): 127.96
SMILES: [H]/N=C(\Cl)[C@H](O)Cl
Energy (hartree): -1128.33726
2S+1: 1
Frontier orbital gap (eV): 9.77
E_LUMO (eV): -0.808

Geometry (Å):
H: -1.80 1.38 1.05
N: -1.36 0.60 0.73
C: -0.25 0.70 0.13
Cl: 0.41 2.26 -0.41
C: 0.56 -0.48 -0.34
O: -0.10 -1.63 -0.41
Cl: 2.45 -1.00 0.36
H: 1.02 -0.24 -1.38
H: -0.93 -1.58 0.28


# 8
Below is C3H9NO2 as an isolated structure at a distorted geometry, with properties calculated with ωB97M-V with the def2-TZVPD basis set.

Computed properties:
Molecular weight (u): 91.11
Energy (hartree): -324.87045
2S+1: 1
Frontier orbital gap (eV): 10.25
E_LUMO (eV): 0.852

Geometry (Å):
C: -1.04 2.34 -1.77
C: -0.66 1.10 -0.94
O: 0.62 1.05 -0.60
O: -1.40 0.32 -0.34
H: -0.10 2.57 -2.38
H: -1.52 3.01 -1.09
H: -1.69 1.93 -2.44
C: 1.11 -1.84 1.76
N: 0.19 -1.61 0.68
H: -0.38 -2.52 0.54
H: -0.23 -0.70 0.65
H: 0.85 -0.16 -0.38
H: 1.84 -2.70 1.70
H: 0.55 -1.88 2.76
H: 1.85 -0.91 1.85


# 9
Below is C24H26BrCaN10O4Se4 as an isolated structure at a distorted geometry, with properties calculated with ωB97M-V with the def2-TZVPD basis set.

Computed properties:
Molecular weight (u): 954.36
Charge: -1
Energy (hartree): -14636.20740
2S+1: 1
Frontier orbital gap (eV): 5.10
E_LUMO (eV): 1.737

Geometry (Å):
Ca: 0.96 0.04 -1.42
Br: -7.27 0.53 4.48
C: -5.54 -0.15 4.86
C: -4.43 0.61 4.56
C: -3.17 0.11 4.83
C: -3.02 -1.15 5.40
C: -4.15 -1.89 5.73
C: -5.42 -1.40 5.44
N: -1.74 -1.64 5.83
N: -0.78 -1.74 5.05
C: -0.86 -1.52 3.66
C: -1.96 -1.83 2.87
C: -1.93 -1.70 1.49
C: -0.80 -1.22 0.79
O: -0.79 -1.07 -0.47
C: 0.37 -0.93 1.62
N: 1.48 -0.48 0.98
C: 2.57 -0.26 1.67
C: 2.65 -0.45 3.06
C: 1.53 -0.85 3.73
C: 0.34 -1.11 3.01
H: -4.54 1.59 4.11
H: -2.29 0.69 4.58
H: -4.02 -2.85 6.21
H: -6.30 -1.98 5.69
H: -2.86 -2.22 3.33
H: -2.80 -1.98 0.90
H: 3.45 0.07 1.10
H: 3.58 -0.26 3.57
H: 1.54 -1.00 4.80
N: 3.34 0.73 -2.53
N: 4.01 1.76 -1.84
C: 3.34 2.45 -0.93
N: 3.95 3.40 -0.20
N: 2.03 2.14 -0.89
N: 1.23 2.55 0.11
O: 0.11 2.06 0.03
O: 1.58 3.30 1.02
H: 3.95 -0.10 -2.51
H: 3.24 1.01 -3.52
H: 4.98 1.96 -2.05
H: 4.95 3.41 -0.15
H: 3.41 3.77 0.57
Se: 5.61 -2.07 -3.40
Se: 3.76 -2.67 -4.73
Se: 1.95 -1.13 -4.74
Se: 2.61 0.80 -5.89
C: -3.07 3.81 -5.34
C: -2.17 2.92 -4.54
C: -0.79 3.11 -4.52
C: 0.01 2.25 -3.80
N: -0.47 1.22 -3.10
C: -1.80 1.03 -3.11
C: -2.67 1.85 -3.81
H: -2.69 4.83 -5.37
H: -4.08 3.82 -4.94
H: -3.13 3.45 -6.37
H: -0.34 3.91 -5.09
H: 1.09 2.35 -3.82
H: -2.16 0.19 -2.53
H: -3.73 1.65 -3.78
C: 0.98 -4.14 -0.97
C: 2.12 -3.18 -1.19
N: 3.37 -3.61 -0.95
O: 1.91 -2.02 -1.55
H: 1.06 -4.97 -1.68
H: 0.04 -3.62 -1.12
H: 1.02 -4.55 0.04
H: 3.52 -4.60 -0.89
H: 4.13 -3.04 -1.33


# 10
Below is C40H47N5O3S2SiW as an isolated structure, with properties calculated with ωB97M-V with the def2-TZVPD basis set.

Computed properties:
Molecular weight (u): 921.91
Charge: +2
Energy (hartree): -3204.56667
2S+1: 3
Expectation value of S²: 2.015
Frontier orbital gap (alpha / beta) (eV): 6.83 / 7.67
E_LUMO (alpha / beta) (eV): -5.723 / -5.787

Geometry (Å):
W: 0.15 0.48 0.86
C: 2.89 4.76 -0.84
N: 1.45 4.51 -0.97
C: 0.56 5.30 -1.66
C: -0.65 4.75 -1.53
N: -0.52 3.60 -0.75
C: 0.81 3.47 -0.42
S: 1.69 2.31 0.49
C: -1.65 2.87 -0.28
C: -2.92 3.30 -0.66
C: -4.04 2.74 -0.09
C: -3.89 1.76 0.88
C: -2.62 1.33 1.15
N: -1.50 1.83 0.56
H: 3.11 5.68 -1.37
H: 3.45 3.94 -1.28
H: 3.15 4.87 0.21
H: 0.87 6.19 -2.18
H: -1.59 5.11 -1.91
H: -3.04 4.07 -1.40
H: -5.02 3.08 -0.39
H: -4.72 1.31 1.39
H: -2.46 0.53 1.86
N: 1.79 -1.44 -1.86
C: 0.69 -0.73 -2.10
N: -0.06 -1.02 -3.16
O: 0.36 0.24 -1.34
H: 2.05 -2.20 -2.47
H: 2.48 -1.09 -1.19
H: 0.15 -1.80 -3.76
H: -1.00 -0.64 -3.21
C: -1.04 -4.06 -1.16
C: -1.49 -3.89 0.29
C: -2.57 -4.94 0.62
C: -0.28 -4.14 1.20
Si: -2.18 -2.16 0.58
O: -0.90 -1.08 0.76
C: -3.11 -1.97 2.19
C: -2.43 -2.03 3.41
C: -3.09 -1.86 4.61
C: -4.45 -1.62 4.63
C: -5.15 -1.56 3.43
C: -4.49 -1.73 2.22
C: -3.25 -1.60 -0.86
C: -4.39 -2.32 -1.22
C: -5.19 -1.93 -2.29
C: -4.86 -0.80 -3.02
C: -3.74 -0.06 -2.68
C: -2.95 -0.46 -1.61
H: -0.65 -5.07 -1.32
H: -0.24 -3.35 -1.41
H: -1.86 -3.91 -1.87
H: -2.16 -5.94 0.48
H: -3.43 -4.86 -0.04
H: -2.92 -4.86 1.65
H: 0.07 -5.17 1.07
H: -0.52 -4.02 2.26
H: 0.55 -3.48 0.95
H: -1.36 -2.23 3.42
H: -2.54 -1.92 5.54
H: -4.97 -1.49 5.57
H: -6.22 -1.38 3.44
H: -5.05 -1.67 1.30
H: -4.67 -3.21 -0.67
H: -6.06 -2.51 -2.55
H: -5.48 -0.50 -3.86
H: -3.48 0.83 -3.25
H: -2.07 0.13 -1.36
C: 6.01 -0.56 -0.83
S: 4.83 0.61 -0.15
O: 3.49 -0.07 -0.20
C: 4.85 1.77 -1.52
C: 5.80 2.77 -1.54
C: 5.83 3.66 -2.60
C: 4.90 3.55 -3.63
C: 3.94 2.55 -3.59
C: 3.90 1.65 -2.53
H: 5.64 -0.91 -1.80
H: 6.09 -1.38 -0.12
H: 6.97 -0.06 -0.94
H: 6.52 2.86 -0.73
H: 6.58 4.44 -2.63
H: 4.93 4.24 -4.46
H: 3.21 2.46 -4.39
H: 3.15 0.88 -2.47
C: 0.17 0.76 2.97
C: 1.49 0.08 2.95
C: 1.57 -1.24 2.49
C: 2.81 -1.89 2.39
C: 3.96 -1.23 2.75
C: 3.89 0.10 3.19
C: 2.69 0.76 3.26
H: 0.18 1.76 3.38
H: -0.62 0.17 3.44
H: 0.67 -1.82 2.35
H: 2.85 -2.92 2.08
H: 4.91 -1.74 2.72
H: 4.80 0.62 3.48
H: 2.64 1.78 3.61


# 11
Below is a 2-piece molecular cluster, C7H10O overall at a distorted geometry, with properties calculated with ωB97M-V with the def2-TZVPD basis set.

Computed properties:
Molecular weight (u): 110.16
SMILES: C=C(C)C.C=C=C=O
Energy (hartree): -347.83287
2S+1: 1
Frontier orbital gap (eV): 8.48
E_LUMO (eV): 0.116

Geometry (Å):
C: 0.08 0.40 -1.33
C: -0.64 0.60 -0.20
C: -2.14 0.44 -0.18
C: -0.06 1.37 0.95
H: 1.09 0.75 -1.44
H: -0.37 -0.04 -2.21
H: -2.50 -0.01 -1.10
H: -2.44 -0.20 0.65
H: -2.62 1.41 -0.04
H: -0.40 0.94 1.90
H: 1.03 1.35 0.94
H: -0.39 2.41 0.92
C: 2.62 -1.36 0.20
C: 1.33 -1.49 0.01
C: 0.03 -1.70 0.14
O: -0.98 -2.29 0.23
H: 3.04 -1.15 1.18
H: 3.32 -1.44 -0.62


# 12
Below is C31H26BN8O4PTi as an isolated structure at a distorted geometry, with properties calculated with ωB97M-V with the def2-TZVPD basis set.

Computed properties:
Molecular weight (u): 664.25
Charge: +3
Energy (hartree): -3150.75926
2S+1: 2
Expectation value of S²: 0.765
Frontier orbital gap (alpha / beta) (eV): 8.26 / 4.40
E_LUMO (alpha / beta) (eV): -8.488 / -12.349

Geometry (Å):
Ti: -0.16 0.34 0.36
C: 2.41 -2.17 2.55
C: 1.91 -1.72 1.33
N: 0.81 -0.99 1.53
N: 0.59 -0.95 2.86
C: 1.54 -1.65 3.49
B: -0.55 -0.07 3.44
N: -1.82 -0.36 2.61
C: -3.07 -0.57 3.05
C: -3.86 -0.94 1.98
C: -3.00 -0.91 0.89
N: -1.76 -0.54 1.27
N: -0.15 1.38 3.13
C: 0.24 2.44 3.86
C: 0.63 3.45 3.01
C: 0.46 2.93 1.73
N: -0.02 1.68 1.81
N: -0.82 -0.51 4.86
C: -0.50 -0.11 6.11
C: -1.03 -1.03 7.01
C: -1.67 -2.00 6.20
N: -1.46 -1.70 4.95
H: 3.28 -2.77 2.72
H: 2.30 -1.87 0.34
H: 1.57 -1.74 4.56
H: -3.35 -0.43 4.08
H: -4.90 -1.18 1.99
H: -3.24 -1.15 -0.13
H: 0.19 2.44 4.93
H: 1.00 4.42 3.27
H: 0.64 3.40 0.77
H: 0.07 0.77 6.33
H: -0.92 -1.07 8.07
H: -2.17 -2.90 6.49
O: -1.77 0.56 -1.16
C: -1.37 -0.25 -1.97
O: -0.28 -1.01 -1.59
C: -1.83 -0.61 -3.29
C: -2.95 -0.10 -3.95
C: -3.22 -0.56 -5.23
C: -2.40 -1.50 -5.84
C: -1.28 -2.01 -5.20
C: -1.00 -1.57 -3.92
P: 0.45 -1.82 -2.86
C: 0.74 -3.42 -2.08
C: 1.97 -3.78 -1.55
C: 2.07 -4.96 -0.82
C: 0.95 -5.76 -0.62
C: -0.27 -5.40 -1.18
C: -0.38 -4.23 -1.91
C: 1.76 -0.69 -3.40
C: 1.41 0.66 -3.54
C: 2.36 1.56 -3.99
C: 3.64 1.12 -4.31
C: 3.97 -0.22 -4.21
C: 3.03 -1.14 -3.77
H: -3.57 0.64 -3.46
H: -4.08 -0.17 -5.75
H: -2.63 -1.82 -6.85
H: -0.65 -2.73 -5.70
H: 2.85 -3.17 -1.69
H: 3.02 -5.25 -0.41
H: 1.04 -6.66 -0.05
H: -1.13 -6.04 -1.06
H: -1.33 -3.95 -2.36
H: 0.41 1.01 -3.32
H: 2.10 2.60 -4.09
H: 4.38 1.84 -4.64
H: 4.96 -0.56 -4.48
H: 3.28 -2.19 -3.72
O: 1.47 0.59 -0.27
O: 0.60 1.43 -0.83


# 13
Below is the molecule C4H5BN2 at a distorted geometry, with properties calculated with ωB97M-V with the def2-TZVPD basis set.

Computed properties:
Molecular weight (u): 91.91
Energy (hartree): -289.58393
2S+1: 1
Frontier orbital gap (eV): 7.52
E_LUMO (eV): -1.612

Geometry (Å):
B: 1.31 -0.52 0.51
C: 0.23 1.70 -0.64
C: -0.30 -1.10 1.05
C: -1.45 -0.05 -0.73
C: 1.12 0.88 -0.09
N: -0.83 1.00 -1.14
N: -1.32 -0.78 0.39
H: 1.80 -1.31 -0.40
H: 1.83 -0.46 1.47
H: 0.34 2.75 -1.06
H: -0.39 -1.63 2.06
H: -2.34 -0.47 -1.42


# 14
Below is the molecule C8H9NOS2 at a distorted geometry, with properties calculated with ωB97M-V with the def2-TZVPD basis set.

Computed properties:
Molecular weight (u): 199.30
Energy (hartree): -1236.53501
2S+1: 1
Frontier orbital gap (eV): 8.43
E_LUMO (eV): 0.279

Geometry (Å):
C: -3.60 0.84 0.28
C: -2.90 1.11 -0.89
C: -2.97 0.19 1.32
C: -1.57 0.75 -1.00
C: -1.64 -0.18 1.22
C: -0.92 0.11 0.06
C: 2.72 -1.01 -0.96
C: 3.48 -1.06 0.35
N: 0.39 -0.32 -0.02
O: 2.48 1.23 0.33
S: 1.49 0.39 -0.83
S: 4.01 0.67 0.61
H: -4.64 1.14 0.36
H: -3.39 1.61 -1.71
H: -3.52 -0.04 2.23
H: -1.01 0.96 -1.90
H: -1.14 -0.68 2.03
H: 3.38 -0.76 -1.79
H: 2.16 -1.92 -1.17
H: 2.82 -1.34 1.16
H: 4.37 -1.69 0.31